1.
The following is a DFT calculation (wB97M-V/def2-TZVPD) of C41H50CoN7O6S as an isolated structure.

```
106
Properties=species:S:1:pos:R:3:lowdin_charge:R:1
Co 0.24 -0.54 0.14 0.470
C -3.40 -3.68 2.75 -0.057
C -2.24 -3.74 1.74 -0.383
C -2.45 -4.94 0.82 -0.092
C -0.92 -3.76 2.49 -0.162
C -0.47 -4.98 2.97 -0.068
C 0.71 -5.08 3.70 -0.107
C 1.39 -3.92 4.01 -0.069
C 0.97 -2.66 3.57 -0.119
C 1.82 -1.51 4.09 -0.351
C 1.17 -0.13 4.09 -0.060
C 3.15 -1.48 3.33 -0.047
C -0.17 -2.57 2.74 -0.165
N -0.56 -1.38 2.08 0.051
C -1.67 -0.78 2.47 -0.520
O -2.25 -0.85 3.56 0.001
C -2.29 0.04 1.37 -0.178
C -3.50 0.69 1.53 -0.004
C -4.10 1.27 0.42 -0.043
C -3.45 1.22 -0.80 0.005
C -2.22 0.59 -0.88 -0.160
N -1.68 -0.01 0.18 0.104
C -1.46 0.48 -2.17 -0.510
O -2.03 0.82 -3.22 -0.006
N -0.22 0.05 -2.00 0.090
C 0.58 -0.34 -3.11 -0.153
C 1.64 0.44 -3.61 -0.125
C 2.58 -0.15 -4.45 -0.061
C 2.45 -1.46 -4.90 -0.106
C 1.29 -2.14 -4.58 -0.061
C 0.34 -1.61 -3.72 -0.149
C -0.98 -2.34 -3.55 -0.391
C -1.92 -1.89 -4.68 -0.058
C -0.84 -3.87 -3.58 -0.105
C 1.77 1.95 -3.47 -0.368
C 2.18 2.42 -2.08 -0.056
C 0.49 2.67 -3.91 -0.057
H -4.36 -3.61 2.23 0.076
H -3.41 -4.58 3.37 0.078
H -3.30 -2.81 3.40 0.058
H -2.27 -2.84 1.13 0.107
H -2.64 -5.86 1.38 0.065
H -3.32 -4.76 0.17 0.077
H -1.58 -5.09 0.18 0.047
H -1.04 -5.88 2.77 0.101
H 1.06 -6.04 4.06 0.091
H 2.28 -3.97 4.63 0.106
H 2.04 -1.76 5.14 0.127
H 1.08 0.25 3.08 0.040
H 0.18 -0.16 4.54 0.078
H 1.80 0.56 4.67 0.081
H 2.96 -1.43 2.26 0.061
H 3.75 -0.62 3.63 0.083
H 3.74 -2.38 3.52 0.073
H -3.96 0.69 2.51 0.119
H -5.06 1.76 0.52 0.106
H -3.87 1.64 -1.70 0.117
H 3.43 0.44 -4.79 0.103
H 3.20 -1.91 -5.53 0.092
H 1.12 -3.12 -5.01 0.102
H -1.41 -2.05 -2.60 0.096
H -1.47 -2.12 -5.66 0.079
H -2.88 -2.42 -4.61 0.076
H -2.10 -0.82 -4.62 0.054
H -0.65 -4.23 -4.59 0.067
H -0.04 -4.20 -2.91 0.038
H -1.78 -4.32 -3.23 0.077
H 2.56 2.25 -4.16 0.119
H 1.39 2.18 -1.38 0.058
H 3.11 1.94 -1.77 0.084
H 2.34 3.51 -2.08 0.083
H -0.31 2.51 -3.19 0.058
H 0.67 3.74 -3.99 0.074
H 0.14 2.29 -4.87 0.086
C -0.96 3.03 1.55 0.025
C 0.45 2.57 1.47 -0.317
N 0.88 1.40 1.03 0.132
C 2.25 1.43 1.12 -0.147
C 2.66 2.63 1.62 -0.078
N 1.50 3.33 1.85 0.193
C 3.97 3.23 1.91 -0.503
O 5.02 2.48 1.67 0.119
O 4.04 4.36 2.36 0.074
C 3.03 0.29 0.56 -0.568
O 4.27 0.35 0.62 0.038
O 2.35 -0.65 0.07 -0.053
H -1.48 2.75 0.64 0.074
H -0.99 4.12 1.66 0.084
H -1.47 2.58 2.39 0.088
H 1.49 4.27 2.22 0.168
H 4.74 1.59 1.23 0.045
S 0.26 -2.92 -0.49 0.863
C 1.85 -3.49 -0.56 -0.718
N 2.16 -4.59 0.17 0.029
C 3.45 -5.24 0.09 -0.175
C 3.96 -5.08 -1.34 -0.165
C 4.06 -3.59 -1.64 -0.160
N 2.78 -2.97 -1.35 0.046
H 1.46 -4.87 0.84 0.111
H 3.33 -6.29 0.34 0.118
H 4.16 -4.79 0.79 0.122
H 3.25 -5.54 -2.02 0.121
H 4.93 -5.56 -1.46 0.112
H 4.28 -3.42 -2.69 0.118
H 4.86 -3.13 -1.05 0.125
H 2.53 -2.10 -1.80 0.113
```

Calculated values
- Net charge: -1
- Energy above the lowest of the compared OMol25 structures with the same formula, charge and spin: 0.00 kJ/mol
- LUMO (alpha / beta): 2.44 / 2.45 eV
- Largest force on an atom: 0.831 eV/Å
- Molar mass: 827.89 g mol⁻¹
- <S²>: 0.773
- 2S+1: 2
- Kohn-Sham gap (alpha / beta): 7.45 / 7.77 eV


2.
The following is a DFT calculation (wB97M-V/def2-TZVPD) of C41H51BIN8O2S3Tl as an isolated structure.

```
108
Properties=species:S:1:pos:R:3:lowdin_charge:R:1
Tl 1.28 2.21 -1.71 0.738
C -0.62 -1.54 -3.51 -0.074
C -0.84 -1.45 -2.04 -0.246
C -2.03 -1.75 -1.47 0.060
C -2.24 -1.54 -0.07 -0.215
N -1.32 -0.99 0.66 0.190
N -0.11 -0.72 0.10 0.071
B 0.76 -0.09 1.12 -0.548
N 0.06 0.71 2.16 0.017
N 0.13 -0.17 3.19 0.195
C -0.58 0.03 4.25 -0.209
C -1.43 1.17 4.33 0.053
C -1.50 2.06 3.31 -0.247
C -2.39 3.26 3.36 -0.070
C -0.68 1.85 2.13 -0.672
S -0.68 2.90 0.84 0.688
C -0.49 -0.99 5.37 -0.547
C 0.05 -0.28 6.62 -0.038
C 0.45 -2.13 4.99 -0.058
C -1.89 -1.55 5.65 -0.035
N 2.13 -0.55 1.31 0.001
N 2.18 -1.90 1.23 0.174
C 3.29 -2.50 1.50 -0.204
C 4.46 -1.75 1.87 0.070
C 4.42 -0.40 1.95 -0.246
C 5.61 0.41 2.32 -0.070
C 3.17 0.27 1.65 -0.669
S 2.99 1.92 1.63 0.718
C 3.26 -4.02 1.38 -0.543
C 2.11 -4.56 2.25 -0.046
C 3.00 -4.38 -0.08 -0.041
C 4.57 -4.66 1.84 -0.064
C 0.25 -1.02 -1.19 -0.646
S 1.80 -0.84 -1.76 0.605
C -3.50 -1.95 0.68 -0.533
C -4.62 -2.34 -0.28 -0.054
C -3.14 -3.15 1.56 -0.038
C -3.98 -0.80 1.57 -0.031
H -1.53 -1.85 -4.02 0.088
H 0.19 -2.24 -3.74 0.073
H -0.31 -0.56 -3.87 0.035
H -2.85 -2.09 -2.08 0.120
H -2.04 1.32 5.21 0.122
H -2.96 3.27 4.29 0.081
H -3.06 3.26 2.51 0.078
H -1.80 4.17 3.28 0.082
H 1.04 0.14 6.44 0.093
H 0.14 -0.99 7.45 0.088
H -0.61 0.53 6.95 0.080
H 1.46 -1.77 4.80 0.084
H 0.11 -2.64 4.09 0.074
H 0.48 -2.86 5.81 0.089
H -2.58 -0.77 5.97 0.080
H -1.83 -2.29 6.45 0.089
H -2.30 -2.03 4.76 0.079
H 5.38 -2.27 2.08 0.113
H 6.47 -0.22 2.53 0.081
H 5.39 1.02 3.20 0.081
H 5.85 1.11 1.52 0.082
H 1.16 -4.13 1.94 0.075
H 2.27 -4.31 3.30 0.083
H 2.06 -5.65 2.16 0.086
H 2.06 -3.95 -0.43 0.071
H 2.96 -5.47 -0.20 0.087
H 3.80 -4.00 -0.73 0.090
H 4.80 -4.41 2.88 0.088
H 5.41 -4.35 1.21 0.086
H 4.49 -5.74 1.77 0.088
H -4.36 -3.20 -0.90 0.085
H -4.90 -1.51 -0.94 0.079
H -5.51 -2.62 0.30 0.090
H -2.78 -3.99 0.96 0.089
H -4.02 -3.49 2.12 0.087
H -2.36 -2.88 2.27 0.068
H -4.33 0.05 0.97 0.075
H -3.17 -0.44 2.22 0.067
H -4.81 -1.14 2.20 0.089
C -3.41 1.39 -1.34 -0.034
C -3.11 2.25 -2.54 -0.247
N -4.11 2.92 -3.06 0.107
C -3.88 3.70 -4.14 -0.121
C -2.65 3.85 -4.71 -0.171
C -2.52 4.75 -5.91 -0.219
O -2.15 4.06 -7.10 -0.065
C -1.55 3.14 -4.16 -0.071
C -0.24 3.31 -4.77 -0.057
N 0.87 2.90 -4.29 -0.022
C 2.04 3.21 -5.00 -0.369
C 2.38 4.54 -5.27 -0.026
C 3.56 4.86 -5.93 -0.082
C 4.42 3.85 -6.33 -0.093
C 4.09 2.53 -6.08 -0.160
C 2.92 2.21 -5.41 -0.639
I 2.45 0.20 -5.11 0.981
C -1.77 2.28 -3.06 -0.316
O -0.85 1.55 -2.54 -0.269
H -4.00 0.52 -1.63 0.073
H -4.01 1.97 -0.63 0.081
H -2.49 1.06 -0.87 0.039
H -4.74 4.23 -4.54 0.103
H -1.75 5.52 -5.77 0.121
H -3.47 5.28 -6.05 0.112
H -2.75 3.31 -7.20 0.094
H -0.24 3.79 -5.75 0.128
H 1.72 5.32 -4.92 0.117
H 3.80 5.89 -6.11 0.104
H 5.34 4.09 -6.85 0.102
H 4.75 1.73 -6.40 0.088
```

Calculated values
- Net charge: 0
- Energy above the lowest of the compared OMol25 structures with the same formula, charge and spin: 60.71 kJ/mol
- LUMO: -0.91 eV
- Largest force on an atom: 0.690 eV/Å
- Molar mass: 1126.21 g mol⁻¹
- Kohn-Sham gap: 6.16 eV


3.
The following is a DFT calculation (wB97M-V/def2-TZVPD) of C41H51BrN4P2Si2V as an isolated structure.

```
102
Properties=species:S:1:pos:R:3:lowdin_charge:R:1
V -0.87 -0.46 -0.09 0.566
C -3.10 -0.46 2.84 -0.170
Si -1.28 -0.24 3.33 0.379
C -0.93 -1.55 4.65 -0.167
C -1.02 1.44 4.18 -0.175
N -0.38 -0.38 1.87 -0.335
P 1.19 -0.60 1.49 0.655
C 1.28 -1.36 -0.04 -0.405
P 1.29 -0.52 -1.53 0.663
N -0.25 -0.21 -1.97 -0.341
Si -0.96 -0.10 -3.53 0.378
C -2.58 0.86 -3.34 -0.179
C -1.30 -1.85 -4.18 -0.156
C 0.06 0.82 -4.84 -0.161
C 2.23 1.02 -1.75 -0.292
C 1.55 2.23 -1.87 -0.098
C 2.25 3.41 -2.08 -0.081
C 3.63 3.38 -2.17 -0.085
C 4.32 2.18 -2.03 -0.079
C 3.62 1.01 -1.81 -0.092
C 2.01 -1.62 -2.79 -0.282
C 1.76 -2.99 -2.61 -0.088
C 2.12 -3.90 -3.59 -0.082
C 2.74 -3.45 -4.76 -0.089
C 3.01 -2.10 -4.92 -0.082
C 2.63 -1.19 -3.95 -0.099
C 1.91 -1.71 2.75 -0.289
C 1.99 -3.07 2.50 -0.081
C 2.40 -3.94 3.50 -0.078
C 2.75 -3.45 4.75 -0.086
C 2.69 -2.08 5.00 -0.087
C 2.26 -1.22 4.01 -0.109
C 2.07 0.95 1.81 -0.293
C 3.45 0.97 1.96 -0.087
C 4.10 2.16 2.23 -0.079
C 3.38 3.34 2.34 -0.086
C 2.00 3.33 2.16 -0.079
C 1.35 2.14 1.89 -0.096
H -3.76 -0.23 3.68 0.030
H -3.28 -1.49 2.54 0.024
H -3.38 0.18 2.00 -0.006
H -1.84 -1.73 5.23 0.029
H -0.15 -1.24 5.33 0.017
H -0.63 -2.50 4.21 0.030
H -1.70 1.53 5.04 0.030
H -1.20 2.29 3.52 0.003
H 0.00 1.52 4.56 0.023
H -3.18 0.49 -2.51 0.002
H -3.17 0.80 -4.25 0.031
H -2.36 1.92 -3.15 0.017
H -1.69 -2.49 -3.38 0.020
H -0.37 -2.30 -4.55 0.016
H -2.02 -1.85 -5.00 0.028
H 0.79 1.51 -4.40 0.013
H -0.61 1.41 -5.48 0.027
H 0.60 0.13 -5.49 0.020
H 0.46 2.23 -1.82 0.092
H 1.72 4.35 -2.17 0.102
H 4.18 4.30 -2.35 0.101
H 5.40 2.16 -2.09 0.103
H 4.14 0.06 -1.72 0.116
H 1.29 -3.32 -1.70 0.090
H 1.92 -4.95 -3.46 0.103
H 3.02 -4.16 -5.53 0.101
H 3.51 -1.76 -5.82 0.103
H 2.83 -0.13 -4.10 0.100
H 1.74 -3.44 1.51 0.087
H 2.47 -5.00 3.30 0.102
H 3.07 -4.12 5.53 0.101
H 2.98 -1.70 5.97 0.105
H 2.20 -0.15 4.20 0.108
H 4.01 0.04 1.90 0.116
H 5.18 2.18 2.36 0.103
H 3.89 4.27 2.55 0.101
H 1.44 4.26 2.24 0.101
H 0.27 2.10 1.76 0.076
Br -1.15 -5.91 0.58 0.745
C -2.10 -4.33 0.14 -0.659
C -3.44 -4.39 -0.23 -0.106
C -4.06 -3.18 -0.52 -0.053
C -3.34 -2.00 -0.45 -0.116
N -2.03 -1.95 -0.12 -0.082
C -1.43 -3.12 0.19 -0.163
H -3.96 -5.33 -0.28 0.103
H -5.10 -3.16 -0.78 0.110
H -3.81 -1.05 -0.65 0.105
H -0.39 -3.06 0.48 0.064
C -3.96 3.25 1.58 -0.035
C -3.27 3.25 0.21 -0.578
C -4.31 3.45 -0.90 -0.035
C -2.21 4.38 0.16 -0.035
C -2.58 1.97 0.04 -0.085
N -2.03 0.94 -0.05 0.039
H -4.39 4.23 1.77 0.091
H -3.25 3.02 2.38 0.076
H -4.76 2.51 1.61 0.089
H -4.70 4.47 -0.84 0.090
H -5.13 2.75 -0.78 0.090
H -3.87 3.30 -1.88 0.074
H -2.70 5.34 0.30 0.088
H -1.70 4.38 -0.80 0.087
H -1.47 4.24 0.95 0.080
```

Calculated values
- Net charge: 0
- Energy above the lowest of the compared OMol25 structures with the same formula, charge and spin: 111.78 kJ/mol
- LUMO (alpha / beta): 0.21 / 0.00 eV
- Largest force on an atom: 3.692 eV/Å
- Molar mass: 848.86 g mol⁻¹
- <S²>: 0.816
- 2S+1: 2
- Kohn-Sham gap (alpha / beta): 6.21 / 4.95 eV


4.
The following is a DFT calculation (wB97M-V/def2-TZVPD) of C41H51Cl2N5OSb as an isolated structure.

```
101
Properties=species:S:1:pos:R:3:lowdin_charge:R:1
C -6.42 -1.57 4.39 -0.121
C -7.14 -1.59 3.03 -0.271
C -6.38 -2.36 1.95 -0.210
C -5.36 -1.47 1.24 -0.435
O -4.48 -2.23 0.48 -0.458
Sb -2.73 -1.24 -0.09 1.116
C -1.90 -3.22 -0.43 -0.367
C -0.91 -3.70 0.63 -0.303
C 0.55 -3.41 0.30 -0.184
C 0.94 -1.95 0.22 -0.262
C 0.77 -1.10 1.31 -0.080
C 1.11 0.24 1.22 -0.090
C 1.62 0.76 0.04 -0.117
C 1.80 -0.08 -1.05 -0.115
C 1.46 -1.42 -0.95 -0.062
C -3.47 -1.26 -2.25 -0.785
Cl -3.95 -2.80 -2.93 0.571
C -3.52 -0.17 -3.01 -0.824
C -3.10 1.21 -2.58 -0.178
Cl -4.06 -0.22 -4.70 0.558
H -5.75 -0.72 4.46 0.063
H -7.12 -1.49 5.22 0.056
H -5.81 -2.47 4.53 0.065
H -8.16 -1.95 3.14 0.090
H -7.23 -0.55 2.69 0.099
H -5.84 -3.20 2.39 0.103
H -7.08 -2.74 1.20 0.104
H -4.82 -0.89 2.01 0.085
H -5.91 -0.75 0.62 0.102
H -3.62 0.26 0.12 -0.048
H -2.26 -1.24 1.61 -0.051
H -1.32 -0.37 -0.63 -0.048
H -1.43 -3.27 -1.42 0.042
H -2.75 -3.90 -0.44 0.034
H -1.16 -3.31 1.62 0.077
H -0.98 -4.79 0.71 0.098
H 0.79 -3.88 -0.66 0.102
H 1.19 -3.89 1.06 0.112
H 0.34 -1.49 2.22 0.105
H 0.95 0.89 2.07 0.101
H 1.87 1.81 -0.01 0.085
H 2.19 0.32 -1.98 0.093
H 1.59 -2.07 -1.81 0.103
H -2.04 1.22 -2.30 0.057
H -3.25 1.92 -3.38 0.047
H -3.69 1.54 -1.72 0.049
N 4.54 2.59 0.34 0.073
C 4.98 1.98 -0.76 -0.153
C 6.05 2.45 -1.51 -0.080
C 6.69 3.61 -1.10 -0.097
C 6.25 4.24 0.05 -0.086
C 5.17 3.70 0.73 -0.153
H 4.45 1.08 -1.04 0.092
H 6.37 1.92 -2.40 0.100
H 7.54 4.00 -1.65 0.105
H 6.73 5.14 0.41 0.103
H 4.79 4.17 1.63 0.097
N -9.60 1.22 -2.97 0.047
C -8.32 0.85 -3.08 -0.141
C -7.58 0.97 -4.24 -0.064
C -8.20 1.51 -5.36 -0.082
C -9.53 1.90 -5.27 -0.089
C -10.18 1.74 -4.05 -0.175
H -7.87 0.44 -2.18 0.106
H -6.55 0.66 -4.28 0.046
H -7.66 1.61 -6.29 0.103
H -10.05 2.32 -6.12 0.093
H -11.22 2.03 -3.94 0.095
N 8.76 2.59 2.22 0.070
C 7.83 1.75 1.78 -0.145
C 7.32 0.70 2.54 -0.055
C 7.81 0.53 3.82 -0.084
C 8.78 1.40 4.29 -0.100
C 9.22 2.41 3.45 -0.179
H 7.46 1.93 0.78 0.077
H 6.55 0.06 2.14 0.108
H 7.43 -0.27 4.45 0.106
H 9.17 1.32 5.30 0.099
H 9.97 3.12 3.79 0.101
N 5.57 4.92 4.57 0.063
C 6.57 4.18 5.03 -0.144
C 7.47 4.61 5.99 -0.073
C 7.33 5.89 6.49 -0.085
C 6.29 6.68 6.03 -0.079
C 5.44 6.15 5.07 -0.155
H 6.65 3.18 4.61 0.091
H 8.27 3.96 6.32 0.095
H 8.01 6.27 7.24 0.102
H 6.14 7.69 6.39 0.098
H 4.61 6.73 4.68 0.103
N -1.99 -6.58 -6.74 0.042
C -0.74 -6.93 -6.44 -0.176
C 0.04 -6.26 -5.52 -0.085
C -0.50 -5.16 -4.87 -0.075
C -1.80 -4.78 -5.17 -0.067
C -2.50 -5.52 -6.11 -0.150
H -0.35 -7.80 -6.97 0.095
H 1.05 -6.60 -5.31 0.095
H 0.08 -4.61 -4.13 0.102
H -2.26 -3.93 -4.68 0.049
H -3.51 -5.26 -6.37 0.104
```

Calculated values
- Net charge: -1
- LUMO: 1.87 eV
- Largest force on an atom: 0.360 eV/Å
- Molar mass: 822.56 g mol⁻¹
- Kohn-Sham gap: 6.56 eV